No. 1
A molecular structure, C17H20Cl4O3Sn, computed with ωB97M-V with the def2-TZVPD basis set.

## Properties
- net charge = -2
- frontier orbital gap (Ha) = 0.1020
- HOMO level (eV) = 0.8
- lowest unoccupied orbital energy (eV) = 3.58
- E (eV) = -80020.5771

XYZ file:
```
45
C17H20Cl4O3Sn | the OMol25 dataset | ωB97M-V with the def2-TZVPD basis set
C -1.46822 -2.14065 -2.17529
C -1.02761 -1.26485 -3.20570
C -1.78020 -0.05838 -3.10835
C 0.01976 -1.54303 -4.20643
C -2.75481 -0.22991 -2.08176
C -2.55867 -1.51382 -1.50226
C -3.35251 -2.09334 -0.40681
C -0.88025 -3.45472 -1.86118
C -1.56862 1.14684 -3.92695
C -3.77252 0.76262 -1.69093
Sn 1.03769 0.18786 -0.00311
Cl 1.72812 0.82602 -1.97315
Cl 2.58171 -1.60748 0.26012
Cl -0.84632 1.68940 0.01294
H 0.37747 -2.57245 -4.10431
H 0.87516 -0.86368 -4.09048
H -0.37623 -1.41715 -5.22447
H -0.50301 1.41424 -3.95659
H -2.12093 1.99386 -3.50670
H -1.90814 0.98972 -4.96096
H -3.32040 1.74977 -1.53317
H -4.26280 0.45865 -0.76086
H -4.54499 0.86020 -2.46799
H -3.82246 -1.29824 0.18071
H -2.71476 -2.68067 0.26108
H -4.14900 -2.74326 -0.79939
H 0.19685 -3.45347 -2.07378
H -1.34471 -4.25351 -2.45927
H -1.00974 -3.68500 -0.79840
O -0.60668 -1.52317 0.66203
H -0.56347 -1.37140 1.62486
Cl 3.97923 2.66837 7.70974
C 3.60725 2.33371 6.07366
C 4.52008 2.68573 5.06330
C 4.19843 2.42295 3.72621
C 2.97957 1.81603 3.38938
C 2.08267 1.45586 4.41069
C 2.39019 1.71068 5.74763
C 2.65127 1.55133 1.95475
O 3.36695 1.87095 0.99904
O 1.48471 0.92405 1.85881
H 5.45976 3.15721 5.32496
H 4.88488 2.68458 2.92754
H 1.13942 0.97411 4.15440
H 1.69590 1.43344 6.53645
```


No. 2
A molecular structure, C20H11F4N6O2Pt, computed with ωB97M-V with the def2-TZVPD basis set.

## Properties
- net charge = 0
- relative energy (zero: lowest compared OMol25 entry of this formula, charge and spin) (kJ/mol) = 0.00
- frontier orbital gap (alpha / beta) (Ha) = 0.2482 / 0.2012
- 2S+1 = 2
- HOMO level (alpha / beta) (eV) = -7.5 / -7.8
- lowest unoccupied orbital energy (alpha / beta) (eV) = -0.74 / -2.34
- E (eV) = -48065.0152

XYZ file:
```
44
C20H11F4N6O2Pt | the OMol25 dataset | ωB97M-V with the def2-TZVPD basis set
Pt -1.37192 -1.57526 0.03138
N -3.53916 -0.07103 3.95450
C -3.00638 -0.43143 2.75941
O -2.76087 0.40085 1.90368
C -2.74734 -1.92310 2.61977
C -2.70698 -2.47586 1.20766
H -3.64522 0.90883 4.15316
H -3.69178 -0.73662 4.68948
H -3.53747 -2.44551 3.17098
H -1.80932 -2.13992 3.13682
H -3.67632 -2.39598 0.71270
H -2.39694 -3.52229 1.22455
O -2.88984 -1.05104 -1.22464
N -2.74373 0.16013 -1.78039
C -2.76249 0.23887 -3.11661
C -2.66955 1.46560 -3.73416
C -2.53806 2.60660 -2.95967
C -2.51369 2.48757 -1.57862
C -2.62525 1.24406 -0.99654
H -2.84675 -0.70859 -3.62552
H -2.67866 1.51098 -4.81272
H -2.44654 3.57672 -3.42716
H -2.40544 3.35115 -0.93939
H -2.61061 1.04076 0.06838
F 1.36279 0.68693 1.76917
C 2.45468 0.47989 1.02121
C 2.75093 1.36671 0.03296
F 1.93498 2.40336 -0.17911
C 3.88459 1.20776 -0.80172
C 4.80890 0.23415 -0.35677
C 4.50055 -0.66912 0.62798
F 5.35258 -1.66730 0.86774
C 3.23759 -0.68246 1.25033
C 2.62834 -1.83070 1.85227
C 1.26878 -1.92759 1.57877
N 0.17929 -1.94095 1.19360
C 3.31223 -2.93754 2.41382
N 3.83364 -3.85030 2.88564
F 5.94235 0.06872 -1.03401
C 3.88070 1.73477 -2.12599
C 5.05677 1.96035 -2.87747
N 6.01511 2.17845 -3.48044
C 2.63058 1.83150 -2.79392
N 1.58492 1.83790 -3.28111
```


No. 3
A molecular structure, C50H46GeN4O2Tc, computed with ωB97M-V with the def2-TZVPD basis set.

## Properties
- net charge = +1
- frontier orbital gap (alpha / beta) (Ha) = 0.2339 / 0.2339
- HOMO level (alpha / beta) (eV) = -10.2 / -10.2
- lowest unoccupied orbital energy (alpha / beta) (eV) = -3.81 / -3.81
- E (eV) = -121359.1652

XYZ file:
```
104
C50H46GeN4O2Tc | the OMol25 dataset | ωB97M-V with the def2-TZVPD basis set
Tc 0.55845 -0.12326 1.22173
O -1.15769 1.13276 0.73582
C -2.00531 1.32317 1.60433
C -3.01446 2.36122 1.46270
C -3.63954 2.97450 2.47717
C -3.42817 2.88055 3.93156
C -2.40654 2.30536 4.56615
C -1.84559 0.49565 2.87450
C -0.28922 0.85717 4.78679
N 0.84327 0.68108 4.27469
C 1.81939 -0.24568 4.79714
C 2.12971 -1.26028 3.67532
N 2.30931 -0.55799 2.38449
C 3.45382 0.03530 2.29206
C 3.85596 1.00609 1.32376
C 5.21712 1.36079 1.23175
C 5.62751 2.33936 0.36542
C 4.66252 3.01169 -0.40481
C 3.32595 2.70196 -0.31176
C 2.90341 1.68521 0.55228
O 1.61276 1.40532 0.62798
H -3.23658 2.64669 0.43882
H -4.37915 3.71234 2.18274
H -4.15330 3.41210 4.53666
H -2.35306 2.40347 5.64722
H -0.62106 0.41680 5.73653
H 1.48809 -0.77774 5.69417
H 2.72678 0.31161 5.03778
H 1.31420 -1.96867 3.59035
H 3.03056 -1.81893 3.92737
H 4.20005 -0.20596 3.05277
H 5.93540 0.84122 1.85915
H 6.67325 2.60533 0.28945
H 4.97283 3.79941 -1.08175
H 2.57811 3.23136 -0.89121
C 1.83393 -0.85631 -1.42515
C 2.65170 -1.80239 -0.53397
C 1.94208 -3.11842 -0.36369
C 2.48045 -4.21267 -1.03447
C 1.80994 -5.41543 -1.11515
C 0.52809 -5.49234 -0.60261
C -0.06560 -4.43158 0.07326
C -1.56332 -4.60062 0.33457
C -2.43244 -3.44303 -0.14586
C 0.71284 -3.26465 0.30259
N 0.21799 -2.22789 1.19637
C -0.51747 -2.69541 2.19515
C -1.25927 -1.70421 2.85116
C -2.54559 -1.61388 3.54817
C -2.95098 -0.34011 3.48961
C -1.28200 1.56784 3.89705
N -0.87269 -0.50271 2.48388
H 2.41859 0.05904 -1.57339
H -0.22422 -1.39843 -1.01235
H 1.73265 -1.32309 -2.41155
H 2.86822 -1.33202 0.41252
H 3.61298 -1.99079 -1.01437
H 3.44004 -4.09422 -1.52422
H 2.25039 -6.26212 -1.62723
H -0.05743 -6.38999 -0.76758
H -1.79745 -4.84819 1.37125
H -1.86136 -5.48082 -0.23229
H -2.29242 -2.53882 0.44404
H -3.48775 -3.71664 -0.08687
H -2.20614 -3.20551 -1.18907
H -0.57657 -3.74990 2.41085
H -3.09429 -2.44806 3.96461
H -3.87383 0.06489 3.87624
H -0.68994 2.28681 3.31610
C 0.43090 -0.52917 -0.90633
Ge -0.35643 0.78450 -2.15485
C 0.42331 2.57175 -2.16124
C -0.09054 3.53423 -1.28722
C 0.42428 4.82389 -1.25361
C 1.47167 5.17973 -2.09629
C 1.99887 4.23798 -2.96634
C 1.48027 2.94752 -2.99408
C -2.29333 1.02883 -1.97848
C -3.11209 0.09351 -1.34633
C -4.48933 0.26630 -1.27411
C -5.07526 1.39696 -1.83487
C -4.27740 2.33678 -2.47453
C -2.89845 2.14972 -2.54956
C -0.19614 -0.22090 -3.84364
C 0.69829 -0.01585 -4.89728
C 0.71141 -0.85607 -6.00703
C -0.16667 -1.92582 -6.08551
C -1.06169 -2.15244 -5.04833
C -1.07427 -1.30714 -3.94651
H -0.90693 3.27340 -0.62003
H 0.00868 5.55308 -0.56903
H 1.87358 6.18547 -2.07300
H 2.81667 4.50426 -3.62537
H 1.93376 2.23293 -3.65758
H -2.66574 -0.78387 -0.89790
H -5.10605 -0.48037 -0.78548
H -6.14831 1.53775 -1.78322
H -4.72848 3.21351 -2.92477
H -2.29107 2.89261 -3.05706
H 1.40569 0.79533 -4.87577
H 1.41338 -0.67162 -6.81187
H -0.15661 -2.57767 -6.95090
H -1.75646 -2.98283 -5.10167
H -1.79742 -1.49364 -3.15695
```


No. 4
A single C2H3NS2 molecule, computed with ωB97M-V with the def2-TZVPD basis set.

## Properties
- net charge = 0
- relative energy (zero: lowest compared OMol25 entry of this formula, charge and spin) (kJ/mol) = 74.39
- frontier orbital gap (Ha) = 0.2870
- HOMO level (eV) = -8.5
- lowest unoccupied orbital energy (eV) = -0.69
- E (eV) = -25281.7991

XYZ file:
```
8
C2H3NS2 | the OMol25 dataset | ωB97M-V with the def2-TZVPD basis set
C -1.34855 -0.11405 0.05324
C 1.30459 -0.06387 -0.07042
H -1.86180 0.76058 0.43929
H -0.10501 1.48473 -0.06439
H 2.02349 0.73216 -0.10373
N -0.03549 0.39716 -0.16034
S -1.84312 -1.60554 -0.08027
S 1.86589 -1.59116 -0.01339
```


No. 5
17 unconnected molecules or ions with the total composition H34O17, computed with ωB97M-V with the def2-TZVPD basis set.

## Properties
- net charge = 0
- relative energy (zero: lowest compared OMol25 entry of this formula, charge and spin) (kJ/mol) = 129.62
- frontier orbital gap (Ha) = 0.3449
- HOMO level (eV) = -9.8
- lowest unoccupied orbital energy (eV) = -0.37
- E (eV) = -35360.6679

XYZ file:
```
51
H34O17 | the OMol25 dataset | ωB97M-V with the def2-TZVPD basis set
O 0.19651 -1.49494 -2.89971
H 0.46451 -1.98894 -2.10971
H 1.00951 -1.07894 -3.23671
O -0.75649 -1.41994 2.33729
H -0.99549 -2.07394 2.99629
H 0.10251 -1.78294 2.11129
O 2.64851 -0.60494 -0.98671
H 1.72051 -0.52294 -0.77571
H 2.82351 -0.01394 -1.75771
O 1.54651 2.07506 -1.92071
H 0.78951 2.66906 -1.85371
H 1.69151 1.82806 -0.99071
O 1.58051 -2.38794 1.73729
H 2.25351 -3.04794 1.87529
H 2.06651 -1.58894 1.58829
O -3.67349 -2.00194 2.01329
H -2.89749 -1.89994 1.45829
H -3.45349 -2.68194 2.64629
O -0.05749 1.39906 -4.13371
H 0.42051 1.41106 -3.32071
H -0.93849 1.17006 -3.92971
O -1.04849 3.64706 -1.76271
H -1.51949 3.84306 -2.57671
H -1.14349 2.72706 -1.56271
O 3.03851 -0.12894 1.56929
H 3.99051 -0.32194 1.63329
H 2.82751 -0.08494 0.58629
O -0.65749 2.49406 0.95129
H -0.68049 3.26406 1.52829
H -1.30449 1.86806 1.33929
O -2.09549 -1.76394 -0.14271
H -1.36349 -2.12794 -0.58671
H -2.58149 -1.51294 -0.91171
O -2.53349 0.79506 1.98829
H -2.02349 -0.03394 1.95529
H -3.31849 0.62706 1.51829
O 2.04951 2.38106 0.88729
H 2.17051 3.33306 1.07429
H 1.13951 2.08106 0.87729
O -1.70549 0.93406 -1.72271
H -1.94049 0.30006 -2.39671
H -2.51449 0.90506 -1.20871
O 0.28351 -0.18194 -0.07871
H -0.12349 0.25706 -0.81371
H -0.42549 -0.71894 0.27529
O 0.77851 -3.08194 -0.78371
H 0.28451 -3.91494 -0.65271
H 1.07851 -2.86794 0.12329
O 0.89351 0.72506 2.91929
H 1.62251 0.62506 2.28329
H 0.28051 -0.02894 2.84229
```


No. 6
8 unconnected molecules or ions with the total composition C22H60O16, computed with ωB97M-V with the def2-TZVPD basis set.

## Properties
- net charge = 0
- frontier orbital gap (Ha) = 0.3609
- HOMO level (eV) = -9.3
- lowest unoccupied orbital energy (eV) = 0.53
- E (eV) = -56539.6241

XYZ file:
```
98
C22H60O16 | the OMol25 dataset | ωB97M-V with the def2-TZVPD basis set
C -9.40705 -20.55969 17.04415
C -8.61934 -19.28830 16.81281
O -9.44689 -18.25609 16.20724
O -10.50695 -20.42911 17.94281
H -8.77763 -21.34734 17.31154
H -9.83933 -20.86372 16.06622
H -7.81864 -19.54410 16.08541
H -8.18891 -18.89581 17.70981
H -9.68061 -17.58423 16.87411
H -11.26670 -20.78099 17.49930
C -13.18041 -17.12713 14.12817
C -13.11667 -18.36620 14.92754
O -11.84807 -19.03065 14.73412
O -12.22796 -16.17250 14.50891
H -14.12615 -16.68796 14.03922
H -13.03592 -17.45081 13.10727
H -13.84702 -19.16436 14.65440
H -13.26381 -18.15455 16.00033
H -11.09616 -18.68285 15.24044
H -11.62665 -15.97894 13.80369
C -13.80780 -18.96793 8.03599
C -13.49110 -19.17720 9.51204
O -12.18454 -18.55422 9.78550
O -13.73564 -17.58485 7.85783
H -14.80926 -19.31254 7.68332
H -13.09584 -19.36944 7.42129
H -13.45942 -20.24116 9.83838
H -14.30756 -18.65933 10.03016
H -11.99080 -18.48533 10.71840
H -13.03237 -17.17911 8.36716
C -10.10643 -14.67029 16.52445
C -8.59053 -14.87221 16.47406
O -8.38555 -15.68766 15.35499
O -10.72405 -15.87999 16.84139
H -10.51257 -14.16180 15.65801
H -10.30945 -13.94577 17.33516
H -8.19633 -15.43514 17.31943
H -8.09179 -13.90279 16.19306
H -8.48081 -16.62135 15.61220
H -11.35331 -16.04795 16.13318
C -9.80050 -17.87829 12.08282
C -9.75042 -16.41229 11.69407
O -10.15793 -15.46171 12.72893
O -11.06275 -18.46959 12.12982
H -9.21200 -17.97670 13.00350
H -9.19897 -18.48193 11.32670
H -10.44238 -16.20610 10.92724
H -8.68201 -16.30683 11.39920
H -9.54958 -15.60500 13.50966
H -11.37551 -18.75575 12.98769
C -13.85724 -15.11489 10.11690
O -13.72959 -13.89170 10.88912
C -12.58533 -13.96858 11.70026
C -12.56220 -13.08981 12.95463
O -12.51149 -11.76719 12.52800
C -12.74554 -10.79146 13.51231
H -12.91812 -15.46223 9.74007
H -14.52479 -14.87508 9.31410
H -14.41011 -15.94117 10.71821
H -11.74078 -13.80557 11.00166
H -12.28546 -14.95789 12.05019
H -11.65108 -13.35773 13.59246
H -13.42507 -13.13515 13.62304
H -11.87346 -10.64170 14.14677
H -13.50404 -11.03702 14.29612
H -13.00675 -9.81903 13.01901
C -5.06461 -19.89259 12.28192
O -6.09512 -20.73354 12.00927
C -7.35883 -20.02689 11.97257
C -8.46261 -21.00099 11.78043
O -9.28933 -21.02816 12.91421
C -10.03764 -22.22731 12.97117
H -5.36266 -19.10618 12.98387
H -4.70948 -19.31955 11.39950
H -4.24546 -20.45051 12.63456
H -7.39331 -19.31106 11.17861
H -7.50412 -19.50070 13.01925
H -7.98734 -21.94772 11.55480
H -9.04984 -20.69721 10.92151
H -10.49921 -22.43664 12.04492
H -10.85519 -22.12533 13.67916
H -9.39601 -23.00862 13.25860
C -6.22599 -17.18406 9.64471
O -7.56975 -17.75357 9.52079
C -7.99208 -17.92653 8.16666
C -9.02569 -19.05515 8.13807
O -8.34085 -20.26753 8.25289
C -9.10447 -21.33776 7.73184
H -6.34827 -16.11718 9.31738
H -5.51915 -17.69830 9.09024
H -6.11964 -17.18411 10.71331
H -7.14412 -18.29346 7.51856
H -8.20164 -16.94186 7.77744
H -9.40407 -19.01231 7.13632
H -9.75352 -18.99312 8.95844
H -10.21101 -21.15498 8.07172
H -8.86627 -22.37798 8.03156
H -9.08514 -21.33800 6.64760
```